No. 1
The following is a DFT calculation (wB97M-V/def2-TZVPD) of a molecular structure, C23H40BaNO3P2.

Summary:
- M (u) = 577.9
- E_tot (eV) = -51396.596
- charge = +1
- frontier orbital gap (eV) = 4.392
- HOMO level (eV) = -8.7
- energy above the lowest of the compared OMol25 structures with the same formula, charge and spin (kJ/mol) = 440.3
- lowest unoccupied orbital energy (eV) = -4.30

The geometry in XYZ format:
```
70
Properties=species:S:1:pos:R:3:mulliken_charge:R:1
Ba 0.455 1.010 -0.565 1.61
P 2.945 -1.081 -1.015 0.70
C 2.658 -0.974 -2.760 -1.24
C 1.382 -1.125 -3.376 0.15
N 0.199 -0.568 -2.893 0.44
C -0.947 -1.078 -3.345 0.35
C -1.028 -2.139 -4.257 -0.90
C 0.151 -2.633 -4.807 -0.60
C 1.345 -2.084 -4.416 -0.94
C -2.273 -0.567 -2.784 -0.95
P -2.437 1.140 -2.208 1.50
H 2.309 -2.438 -4.762 0.45
H -2.006 -2.538 -4.552 0.41
H 0.154 -3.443 -5.526 0.43
H -3.047 -0.590 -3.554 0.50
H -2.617 -1.196 -1.951 0.54
H 2.651 1.349 -2.963 0.35
H 3.492 -0.794 -3.435 0.55
H 0.933 3.025 -2.669 0.29
O 2.989 2.151 -2.541 -0.57
H 3.286 2.633 -3.333 0.29
H -1.076 1.318 -2.085 -1.01
O 0.531 3.557 -1.953 -0.53
H -0.001 4.105 -2.574 0.29
C -2.561 2.098 -3.718 -1.43
H -3.449 1.662 -4.185 0.50
H -2.719 3.151 -3.458 0.40
H -1.684 1.986 -4.364 0.40
C -3.902 1.249 -1.348 -0.97
H -3.961 2.055 -0.623 0.40
H -4.679 1.410 -2.097 0.45
H -4.149 0.313 -0.854 0.45
C 2.844 -2.929 -1.091 -1.11
H 3.850 -3.314 -1.299 0.36
H 2.454 -3.273 -0.125 0.28
H 2.161 -3.215 -1.906 0.28
C 4.752 -0.786 -0.921 -1.38
H 4.980 -0.555 0.125 0.37
H 5.294 -1.690 -1.211 0.42
H 5.064 0.061 -1.542 0.29
C -1.670 3.716 3.189 -1.80
C -0.763 2.638 2.613 1.44
C 0.638 3.232 2.312 -1.29
C -0.654 1.409 3.489 0.80
C -0.643 1.475 4.869 -0.24
C -0.517 0.321 5.638 -1.43
C -0.444 -0.935 5.036 -0.04
C -0.452 -1.068 3.662 -0.08
C -0.409 -2.422 2.959 0.57
C 0.899 -3.169 3.268 -1.36
C -1.608 -3.287 3.306 -1.56
C -0.475 0.122 2.881 -0.24
O -0.274 0.043 1.592 -0.34
H -1.230 4.182 4.078 0.34
H -2.636 3.290 3.451 0.42
H -1.834 4.497 2.436 0.45
H -1.205 2.322 1.650 -0.46
H 1.040 3.733 3.212 0.37
H 1.382 2.460 2.021 0.23
H 0.577 3.996 1.507 0.31
H -0.720 2.444 5.350 0.27
H -0.486 0.385 6.719 0.36
H -0.378 -1.847 5.626 0.36
H -0.423 -2.224 1.872 -0.02
H 0.990 -3.383 4.348 0.32
H 0.928 -4.119 2.722 0.41
H 1.772 -2.567 2.965 0.27
H -2.534 -2.760 3.063 0.37
H -1.587 -4.210 2.736 0.46
H -1.626 -3.534 4.372 0.29
```


No. 2
The following is a DFT calculation (wB97M-V/def2-TZVPD) of a molecular structure, C23H40Cl3N4O3PrSi.

Summary:
- spin multiplicity = 3
- M (u) = 696.0
- E_tot (eV) = -96120.841
- charge = 0
- frontier orbital gap (spin up / spin down) (eV) = 7.751 / 7.757
- HOMO level (spin up / spin down) (eV) = -7.4 / -7.4
- energy above the lowest of the compared OMol25 structures with the same formula, charge and spin (kJ/mol) = 363.0
- lowest unoccupied orbital energy (spin up / spin down) (eV) = 0.34 / 0.34

The geometry in XYZ format:
```
75
Properties=species:S:1:pos:R:3:mulliken_spin:R:1
C 1.455 3.977 -3.266 0.00
C 1.959 3.290 -2.029 0.00
H 2.071 4.878 -3.377 0.00
H 0.402 4.289 -3.229 0.00
H 1.601 3.340 -4.144 0.00
C 2.660 4.010 -1.119 0.00
C 2.903 5.484 -1.231 0.00
H 3.098 3.553 -0.232 0.00
H 1.971 6.064 -1.158 0.00
H 3.377 5.801 -2.171 0.00
H 3.546 5.804 -0.399 0.00
Pr -1.354 -2.016 1.218 2.02
Cl -0.518 -3.254 -1.125 0.00
Cl -3.922 -1.924 1.256 0.00
H -4.484 -6.740 1.868 0.00
H -3.578 -7.390 -0.623 0.00
C -4.368 -5.703 1.521 0.00
C -3.604 -6.298 -0.728 0.00
N -3.301 -5.644 0.537 0.00
H -4.150 -5.024 2.346 0.00
C -2.147 -5.062 0.848 0.00
O -1.961 -4.320 1.853 0.00
H -2.918 -5.995 -1.521 0.00
H -1.311 -5.270 0.168 0.00
H -5.295 -5.431 1.000 0.00
H -4.630 -6.025 -0.988 0.00
H -1.470 2.631 0.552 0.00
H 0.822 3.957 2.086 0.00
C -1.670 2.603 1.636 0.00
C 0.344 3.374 2.887 0.00
N -0.440 2.253 2.359 0.00
H -2.455 1.876 1.881 0.00
C -0.212 1.001 2.831 0.00
O -0.992 0.029 2.720 0.00
H 1.130 3.002 3.550 0.00
H 0.773 0.897 3.345 0.00
H -1.933 3.609 1.987 0.00
H -0.326 4.051 3.435 0.00
O 0.106 1.977 -1.633 0.00
C 1.488 1.863 -1.733 0.00
C 2.344 1.575 0.740 0.00
C 2.356 1.100 -0.582 0.00
H 1.710 2.451 0.958 0.00
C 3.237 1.075 1.709 0.00
H 1.651 1.301 -2.663 0.00
C 3.144 -0.045 -0.828 0.00
H 3.217 1.516 2.699 0.00
C 4.126 0.045 1.419 0.00
C 3.996 -0.572 0.171 0.00
H 3.155 -0.472 -1.851 0.00
H 4.904 -0.266 2.124 0.00
H 4.612 -1.436 -0.078 0.00
Si -1.828 0.848 -2.276 0.00
Cl -0.486 -0.190 -0.288 -0.01
C -3.515 1.391 -1.525 0.00
C -2.334 -0.881 -2.991 0.00
C -1.375 1.870 -3.785 0.00
H -3.616 1.241 -0.443 0.00
H -4.345 0.833 -1.998 0.00
H -3.687 2.452 -1.751 0.00
H -1.239 2.930 -3.477 0.00
H -2.296 1.793 -4.473 0.00
H -0.425 1.626 -4.352 0.00
H -1.624 -1.671 -2.754 0.00
H -2.407 -0.788 -4.080 0.00
H -3.303 -1.211 -2.605 0.00
N 3.132 -2.993 1.896 0.00
C 2.968 -2.644 3.236 0.00
C 1.656 -2.282 3.381 0.00
N 1.015 -2.408 2.153 0.00
C 1.937 -2.806 1.270 0.00
H 3.972 -3.304 1.429 0.00
H 3.794 -2.663 3.942 0.00
H 1.124 -1.952 4.276 0.00
H 1.764 -2.982 0.215 0.00
```